# 1
17
Properties=species:S:1:pos:R:3 method="wB97M-V/def2-TZVPD" de_lowest_kcal_mol=90.2 total_charge=0 e_homo_ev=-8.216 energy_ha=-723.9761 lumo_energy_ev=0.34
C -0.0361 0.0084 0.3308
C -1.5275 0.2681 0.0683
C -2.3330 -0.8240 -0.6402
C 1.6825 -1.4646 1.0415
C 1.2951 1.3272 -0.5570
N 0.3199 -1.0143 1.0008
O -1.9555 1.3429 0.4594
S 1.1032 2.9378 0.1473
H -2.9580 -1.4701 -0.0419
H -3.0903 -0.1820 -1.2567
H -1.8068 -1.5050 -1.3557
H 1.7223 -2.3275 1.5943
H 2.5028 -0.7833 1.4423
H 1.8490 -1.5883 -0.0114
H 2.2712 0.8748 -0.3112
H 1.0917 1.2764 -1.7055
H -0.1303 3.1237 -0.2053

---

# 2
17
Properties=species:S:1:pos:R:3 method="wB97M-V/def2-TZVPD" de_lowest_kcal_mol=145.3 total_charge=0 e_homo_ev="-7.820 / -7.820" energy_ha=-723.8883 lumo_energy_ev="0.17 / 0.17"
C 0.5778 0.3266 0.7223
C 1.4598 0.3977 1.6540
C -2.0129 1.2939 0.5520
C -0.0182 0.5265 -1.5253
C 0.2432 -1.6487 -0.4781
N 0.4499 -0.2007 -0.4726
O -2.6594 -0.5873 -1.0365
S -2.1694 0.8205 -1.0169
H 2.4177 -0.0519 1.5367
H 1.2899 0.6534 2.6793
H -2.1222 0.6892 1.4123
H -1.8412 2.2766 0.7822
H 0.4162 1.6025 -1.7461
H -0.2517 0.1449 -2.4948
H 0.4378 -2.0676 0.6015
H -0.7113 -1.8146 -0.9193
H 1.0086 -2.0472 -1.0870

---

# 3
17
Properties=species:S:1:pos:R:3 method="wB97M-V/def2-TZVPD" de_lowest_kcal_mol=92.4 total_charge=0 e_homo_ev=-8.071 energy_ha=-723.9726 smiles="CCC(S)=C=N.C=O" lumo_energy_ev=0.58
C -1.1203 -0.8937 0.8818
C 2.1186 0.0852 0.5427
C 0.6863 0.5005 0.3130
C -2.4564 0.8278 -0.6987
C -0.2091 -0.5659 0.0103
N -1.9937 -0.9695 1.7189
O -3.3313 0.2885 -0.0760
S -0.1263 -1.7274 -1.4252
H 2.6184 0.1057 -0.4315
H 2.6170 0.8251 1.1689
H 2.0924 -0.8908 0.9746
H 0.2884 0.8654 1.2851
H 0.6078 1.4391 -0.2488
H -2.0707 0.4119 -1.6154
H -1.8619 1.4912 -0.1089
H -2.9517 -0.8555 1.5224
H -1.2272 -2.5360 -1.2306

---

# 4
17
Properties=species:S:1:pos:R:3 method="wB97M-V/def2-TZVPD" de_lowest_kcal_mol=106.3 total_charge=0 e_homo_ev=-8.496 energy_ha=-723.9504 smiles="CCN1C#S(=O)CC1" lumo_energy_ev=0.25
C 0.8797 0.8355 -1.1110
C -1.6466 1.5675 0.6053
C 0.2574 -1.3008 -0.3153
C 1.7032 -1.4014 0.2561
C -1.4745 0.4472 -0.4426
N -0.0529 0.0809 -0.6034
O 2.6160 1.0635 0.7069
S 2.4785 0.2059 -0.4292
H -2.5229 2.1094 0.3510
H -0.8412 2.2799 0.5221
H 0.2235 -2.0423 -1.1633
H -0.3244 -1.7529 0.5591
H 1.7106 -1.3625 1.3061
H 2.4036 -2.2822 -0.0174
H -1.7136 1.2347 1.5993
H -1.6453 0.7542 -1.5698
H -2.0511 -0.4367 -0.2539

---

# 5
17
Properties=species:S:1:pos:R:3 method="wB97M-V/def2-TZVPD" de_lowest_kcal_mol=62.4 total_charge=0 e_homo_ev=-8.514 energy_ha=-724.0203 smiles="CN1CC(=S)[C@@H]1CO" lumo_energy_ev=0.07
C 1.6920 -0.8298 -0.0543
C -0.6883 -1.3443 -0.7105
C -1.6695 -0.4548 0.0951
C -0.4463 -0.0120 0.9021
C -0.1460 1.4422 0.4967
H 2.2913 -0.6716 0.9262
H 1.7426 0.0800 -0.6864
H 2.1194 -1.6619 -0.5791
H -0.4729 -0.8783 -1.7061
H -1.0212 -2.3519 -0.9500
H -0.6153 -0.0340 1.9618
H 0.8145 1.7385 0.9669
H -0.9155 2.0370 0.9935
H 0.3023 2.5536 -1.0717
N 0.3309 -1.1422 0.3410
O -0.0817 1.6758 -0.9075
S -3.2363 -0.1463 -0.0178

---

# 6
16
Properties=species:S:1:pos:R:3 method="wB97M-V/def2-TZVPD" de_lowest_kcal_mol=43.4 total_charge=0 e_homo_ev=-9.371 energy_ha=-648.7839 lumo_energy_ev=0.67
C -2.6628 -1.4364 -0.1432
C -0.1440 -1.2268 0.4674
C 0.0773 0.2713 0.1509
C 1.3871 0.7322 0.7146
C 0.1064 0.4475 -1.4233
N -1.5002 -1.5157 0.0214
S -1.2550 1.2929 0.9728
H -2.0604 0.8667 -0.0349
H 0.6524 -1.8446 0.0745
H -0.1513 -1.3645 1.5733
H 1.5901 1.6824 0.5055
H 2.3053 0.0294 0.5087
H 1.2772 0.6237 1.7702
H -0.8949 0.3845 -1.7986
H 0.6554 -0.3141 -1.7836
H 0.6175 1.3712 -1.5756

---

# 7
16
Properties=species:S:1:pos:R:3 method="wB97M-V/def2-TZVPD" de_lowest_kcal_mol=59.1 total_charge=0 e_homo_ev=-8.786 energy_ha=-648.7590 smiles=N[C@@H]1CC[C@H]2S[C@H]12 lumo_energy_ev=0.98
C -0.4971 -0.8043 0.5178
C -0.9953 0.6711 0.1733
C 0.2683 1.5592 -0.2347
C 1.2110 0.3948 -0.5376
C 0.9906 -0.4393 0.6657
H -0.6111 -2.6792 -0.2275
H -0.5652 -1.5260 -1.3935
H -0.9150 -1.1377 1.4614
H -1.5254 1.1428 1.0143
H -1.7064 0.5945 -0.6463
H 0.0603 2.2013 -1.0762
H 0.6154 2.2121 0.5952
H 0.8646 -0.0628 -1.4151
H 1.0740 0.1543 1.5831
N -0.9341 -1.7577 -0.4770
S 2.6654 -0.5232 -0.0029

---

# 8
16
Properties=species:S:1:pos:R:3 method="wB97M-V/def2-TZVPD" de_lowest_kcal_mol=73.5 total_charge=0 e_homo_ev=-8.566 energy_ha=-648.7360 smiles="CCCS[C@H]1C=N1" lumo_energy_ev=0.83
C 0.8253 -1.1989 3.7083
C 0.5408 -0.4563 2.4661
C -0.4123 0.8622 -2.7142
C -0.7416 -0.0636 -1.5402
C 0.0061 0.2313 -0.2182
N 1.8564 -1.0349 3.0325
S -0.5020 -0.9529 1.0264
H 0.4020 -1.9563 4.3419
H 0.5749 0.6238 2.3819
H 0.6974 0.9651 -3.1000
H -1.0534 0.6514 -3.5429
H -0.6227 1.9185 -2.5184
H -0.7032 -1.1843 -1.7524
H -1.8310 0.2864 -1.2497
H 1.0549 -0.0366 -0.3150
H -0.0916 1.3452 -0.0062

---

# 9
17
Properties=species:S:1:pos:R:3 method="wB97M-V/def2-TZVPD" de_lowest_kcal_mol=17.0 total_charge=0 e_homo_ev=-8.439 energy_ha=-1047.0211 smiles=NC[C@@]12CSC[C@@H]1S2 lumo_energy_ev=0.78
C 1.5432 -0.0259 0.4056
C 0.1324 0.1364 -0.1631
C -0.6510 -1.0575 -0.5926
C -2.2647 0.7459 0.4001
C -0.7797 1.1359 0.3854
H 2.1645 -1.6493 -0.6798
H 3.3188 -0.5360 -0.4087
H 1.9278 1.0615 0.5541
H 1.5010 -0.6155 1.3401
H -0.5852 -1.8438 0.1502
H -0.3496 -1.4575 -1.5755
H -2.9740 1.5738 0.2010
H -2.5268 0.4405 1.4284
H -0.4394 1.7944 1.2063
N 2.3462 -0.6668 -0.6514
S -2.4223 -0.6199 -0.7735
S 0.0588 1.5837 -1.2266

---

# 10
17
Properties=species:S:1:pos:R:3 method="wB97M-V/def2-TZVPD" de_lowest_kcal_mol=30.4 total_charge=0 e_homo_ev=-8.485 energy_ha=-1046.9998 smiles="C=CNC(=S)SCC" lumo_energy_ev=0.25
C -2.8694 -1.4708 -0.8756
C -2.4360 -0.1321 -0.1557
C 0.3181 -0.0288 0.0514
C 2.6272 0.5239 0.6356
C 3.6957 1.3481 0.7412
H -3.7489 -1.9400 -0.4132
H -3.1120 -1.2239 -1.9056
H -2.0014 -2.2226 -0.8800
H -2.3958 -0.0701 0.9273
H -3.3165 0.5390 -0.4085
H 1.3464 1.6317 -0.5784
H 2.8095 -0.3545 1.2482
H 3.7987 2.3997 0.4422
H 4.5991 1.1554 1.3456
N 1.4381 0.6950 -0.1215
S -1.0675 0.6244 -0.9219
S 0.3150 -1.4743 0.8691

---

# 11
17
Properties=species:S:1:pos:R:3 method="wB97M-V/def2-TZVPD" de_lowest_kcal_mol=43.8 total_charge=0 e_homo_ev=-9.086 energy_ha=-1046.9785 smiles="C[C@@H](S)C(=S)[C@@H]1CN1" lumo_energy_ev=-0.68
C 1.8402 1.6772 -0.6559
C 0.7510 1.0300 0.2023
C -0.0545 -0.1185 -0.4062
C -0.7165 -0.9873 0.6230
C -0.8844 -2.4456 0.4493
H 1.4186 2.3443 -1.3754
H 2.4853 0.8958 -1.1982
H 2.5138 2.2200 -0.0274
H 1.1316 0.5881 1.1249
H -1.4222 2.2270 0.2192
H -0.6898 -0.5532 1.6277
H -0.5412 -2.8265 -0.5204
H -0.8031 -3.1214 1.2881
H -2.2829 -1.5713 -0.6590
N -2.0652 -1.6199 0.3513
S -0.3179 2.4022 0.9682
S -0.3629 -0.1409 -2.0116

---

# 12
17
Properties=species:S:1:pos:R:3 method="wB97M-V/def2-TZVPD" de_lowest_kcal_mol=108.1 total_charge=0 e_homo_ev=-8.457 energy_ha=-1046.8761 smiles="C=CN(C=S)SCC" lumo_energy_ev=-0.19
C 0.3998 -1.8049 -1.8976
C 0.3079 -1.0468 -0.6515
C -0.2600 1.9615 0.9883
C -0.3976 2.6284 -0.1863
C -0.0442 -0.2288 2.1245
H 1.3881 -1.7947 -2.3928
H 0.0841 -3.0251 -1.5640
H -0.5082 -1.3116 -2.4451
H 1.1029 -0.1228 -0.6450
H 0.6511 -1.6715 0.1462
H -0.2328 2.3769 1.9772
H -0.0677 3.5746 -0.2852
H -0.5296 1.7414 -1.0283
H 0.1615 0.2827 3.0479
N -0.3911 0.5440 0.9746
S -1.3439 -0.1947 -0.3474
S -0.3204 -1.9087 2.1845